Entry 1:
13
Properties=species:S:1:pos:R:3:forces:R:3:mulliken_charge:R:1 method="wB97M-V/def2-TZVPD" energy_ha=-343.810649 molar_mass_g_mol=84.07 e_above_lowest_kcal_mol=16.56 homo_lumo_gap_ev=11.04 max_force_ev_per_a=1.68 charge=0
O -2.705 1.767 -1.156 -0.2 0.4 -0.6 -0.370
C -1.925 2.109 -0.316 0.2 -1.6 0.6 -0.076
H -0.957 2.587 -0.532 -0.2 0.4 -0.1 0.231
H -2.088 1.713 0.712 0.2 0.7 0.0 0.213
H 3.739 -0.210 -0.487 -0.2 -0.1 0.4 0.318
H 3.370 0.943 -1.318 -0.2 0.5 -0.3 0.320
O 3.090 0.504 -0.514 0.4 -0.3 -0.1 -0.638
H -2.437 0.670 -3.261 -0.1 0.2 0.0 0.325
H -3.127 1.251 -4.497 0.1 0.0 0.1 0.311
O -2.293 0.883 -4.188 0.0 -0.1 -0.2 -0.634
H 1.175 -4.269 5.651 -0.2 0.1 0.3 0.318
H 2.298 -3.555 4.903 0.2 0.6 0.0 0.317
O 1.861 -4.391 5.001 0.0 -0.8 -0.3 -0.635

***

Entry 2:
60
Properties=species:S:1:pos:R:3:forces:R:3:mulliken_charge:R:1 method="wB97M-V/def2-TZVPD" energy_ha=-5679.792800 molar_mass_g_mol=670.92 e_above_lowest_kcal_mol=0.00 homo_lumo_gap_ev=10.64 max_force_ev_per_a=3.46 charge=0
C 4.388 2.802 46.056 -0.5 -0.1 -0.5 -0.470
C 3.850 3.875 45.118 -0.3 -0.5 1.1 -0.208
O 3.468 3.062 43.986 0.5 3.1 -1.5 -0.040
C 3.375 1.803 44.300 -1.5 -2.3 -1.4 0.526
O 2.973 0.910 43.578 0.5 1.3 0.4 -0.565
O 3.692 1.625 45.541 1.5 -0.4 3.1 -0.372
H 4.141 2.961 47.106 0.0 -0.2 -0.2 0.330
H 5.465 2.715 45.910 0.0 -0.5 0.1 0.247
H 4.594 4.657 44.966 0.0 -0.3 -0.9 0.293
H 2.977 4.354 45.561 -0.3 -0.1 -0.3 0.284
C -0.763 7.248 42.175 -0.8 1.3 -0.3 -0.138
C -0.950 8.768 42.181 -1.0 -0.1 0.4 -0.415
O -1.008 9.095 43.597 0.7 -0.9 -0.9 -0.328
C -0.481 8.044 44.255 1.4 0.0 1.1 0.581
O -0.139 8.071 45.396 -0.5 0.0 0.0 -0.532
O -0.209 6.957 43.464 -0.5 0.7 -0.8 -0.287
H -0.126 7.045 41.313 0.1 -0.9 0.4 0.137
H -1.793 6.900 42.103 0.4 -1.0 -0.1 0.388
H -1.959 8.990 41.833 0.4 0.3 -0.5 0.356
H -0.170 9.271 41.610 0.0 0.4 0.5 0.252
Cl -0.614 2.487 41.917 0.6 0.5 -0.8 -0.205
C 0.498 3.414 40.790 -0.1 -0.8 -1.0 0.197
C 1.611 2.402 40.255 -0.9 1.9 1.1 0.077
Cl 2.620 3.043 38.883 -0.9 -0.1 0.8 -0.184
H 0.797 4.285 41.373 0.7 -0.4 -0.1 -0.451
H -0.056 3.814 39.940 -0.4 -0.3 0.1 0.448
H 1.119 1.494 39.906 0.3 0.1 0.3 0.403
H 2.223 2.337 41.154 0.4 -1.0 -0.5 -0.303
Cl -2.107 -1.066 42.918 0.3 -0.2 -0.1 -0.186
C -0.351 -1.092 43.239 0.7 1.5 -0.1 0.110
C -0.045 -1.515 44.651 -0.6 -1.2 0.5 -0.463
Cl -1.031 -0.690 45.939 0.5 -0.2 -0.6 -0.209
H 0.035 -0.093 43.035 -0.2 0.1 0.1 -0.182
H 0.154 -1.723 42.508 -0.2 -0.3 0.2 0.277
H 0.987 -1.488 45.000 0.0 0.5 -0.6 0.333
H -0.310 -2.572 44.648 -0.2 0.0 0.6 0.330
Cl 6.307 4.431 42.367 0.0 -0.1 0.3 -0.142
C 6.577 2.727 41.976 -0.4 -1.3 -0.5 -0.647
C 5.537 2.143 40.987 -0.1 1.7 0.1 0.317
Cl 5.778 3.164 39.506 0.5 -0.8 -0.5 -0.188
H 6.674 2.127 42.881 -0.4 0.2 0.2 0.335
H 7.532 2.634 41.458 0.0 0.3 0.1 0.480
H 4.483 2.378 41.131 0.2 -0.2 1.0 -0.603
H 5.630 1.063 40.869 0.4 0.2 -0.4 0.408
Cl 4.021 -3.344 37.110 0.0 1.3 0.8 -0.209
C 4.465 -1.704 37.883 -0.3 -0.3 0.6 -0.441
C 3.365 -1.085 38.796 -0.3 -1.4 -0.3 -0.183
Cl 3.368 -1.623 40.542 0.4 0.1 -0.7 -0.188
H 4.647 -1.050 37.030 0.1 0.0 0.2 0.335
H 5.367 -1.918 38.457 0.0 0.2 -0.3 0.306
H 2.436 -1.495 38.401 -0.2 0.4 0.1 0.409
H 3.320 0.003 38.845 0.4 -0.1 -0.4 -0.024
Cl 2.538 7.095 40.507 0.5 -0.4 -0.1 -0.205
C 3.033 6.270 42.056 -1.1 0.7 -0.1 0.555
C 3.179 7.382 43.094 0.0 -0.9 0.1 -0.131
Cl 4.656 8.354 42.761 -0.7 -0.2 0.3 -0.185
H 3.876 5.590 41.933 0.1 0.5 -0.2 -0.033
H 2.135 5.682 42.243 0.2 -0.1 0.5 -0.357
H 3.218 6.961 44.099 0.5 -0.1 0.0 0.251
H 2.255 7.958 43.130 0.4 0.5 -0.4 0.111

***

Entry 3:
180
Properties=species:S:1:pos:R:3:forces:R:3:mulliken_charge:R:1 method="wB97M-V/def2-TZVPD" energy_ha=-3595.387444 molar_mass_g_mol=1038.36 e_above_lowest_kcal_mol=111.76 homo_lumo_gap_ev=8.83 max_force_ev_per_a=2.73 charge=0
C -1.929 -1.336 -4.215 -1.1 -0.3 0.6 0.859
C -2.349 -0.569 -5.455 1.6 1.3 0.5 -0.680
O -2.396 -1.386 -6.595 -0.5 -0.1 -0.3 -0.555
O -3.029 -2.156 -3.824 0.2 -0.8 -0.5 -0.610
H -1.676 -0.769 -3.313 0.2 0.8 -0.5 -0.496
H -1.045 -1.925 -4.476 -0.2 -0.3 0.0 0.243
H -1.553 0.153 -5.686 0.1 -0.1 0.0 0.260
H -3.193 0.094 -5.248 -0.6 -0.6 -0.2 0.276
H -3.182 -1.942 -6.601 0.0 0.0 0.3 0.346
H -3.454 -1.858 -3.002 0.3 0.1 0.1 0.419
C -5.339 -2.262 -0.989 -1.3 1.8 -0.1 -0.412
C -6.291 -1.296 -0.240 0.1 -0.9 -0.2 -0.402
O -6.969 -0.488 -1.186 -0.2 0.3 0.2 -0.534
O -4.174 -1.542 -1.349 1.6 -0.7 0.4 -0.208
H -5.704 -2.590 -1.968 -0.8 -0.2 0.5 0.312
H -5.258 -3.126 -0.325 1.2 0.0 -0.2 0.226
H -5.700 -0.701 0.471 0.2 0.1 -0.2 0.137
H -7.003 -1.841 0.396 0.0 -0.2 -0.3 0.502
H -7.614 0.026 -0.688 0.0 0.1 -0.2 0.297
H -4.232 -0.571 -1.361 -0.8 -0.3 0.0 0.136
C 2.358 -3.696 1.265 -0.4 0.1 -0.9 0.608
C 1.754 -3.275 2.576 0.8 -0.4 0.8 -0.397
O 2.838 -3.029 3.492 -0.4 0.1 0.3 -0.669
O 3.171 -4.891 1.311 -0.4 0.9 0.1 -0.744
H 2.990 -2.862 0.943 0.0 0.0 0.0 0.088
H 1.613 -3.838 0.474 -0.2 0.1 0.2 0.208
H 1.089 -4.001 3.055 0.0 -0.3 -0.5 0.086
H 1.179 -2.351 2.526 0.2 0.0 -0.5 0.316
H 3.209 -3.895 3.698 0.2 0.1 -0.1 0.361
H 3.664 -4.723 0.489 0.2 -0.7 0.1 0.088
C -2.286 -3.345 4.484 0.4 1.5 -0.1 0.265
C -0.864 -3.582 4.964 0.7 -1.5 0.2 -0.395
O -0.078 -2.400 5.033 -0.6 0.3 -0.1 -0.552
O -2.936 -2.436 5.413 0.6 -0.7 -0.4 -0.567
H -2.876 -4.243 4.312 0.1 -0.1 0.6 0.370
H -2.216 -2.830 3.517 0.0 -0.1 0.0 -0.295
H -0.377 -4.348 4.350 -0.1 0.2 -0.4 0.249
H -0.818 -4.063 5.946 -0.5 0.2 0.3 0.337
H 0.810 -2.540 4.690 0.0 -0.1 0.0 0.295
H -2.169 -1.919 5.696 -0.4 0.4 0.2 0.339
C -4.590 2.998 -0.689 0.0 0.3 0.7 -0.347
C -3.590 2.203 -1.512 -0.3 -0.1 1.3 0.830
O -4.205 1.072 -2.184 0.5 1.9 -0.2 -0.675
O -5.179 4.126 -1.355 -0.4 -1.1 -0.2 -0.574
H -4.151 3.440 0.207 0.5 -0.1 -0.2 -0.032
H -5.285 2.257 -0.274 -0.5 0.3 -0.3 0.174
H -2.930 1.785 -0.751 0.4 -0.1 -0.4 -0.612
H -3.085 2.901 -2.180 0.2 -0.3 -0.2 0.619
H -4.705 1.552 -2.857 -0.3 -0.9 -0.3 0.308
H -5.857 3.751 -1.929 -0.1 0.4 -0.1 0.359
C -1.197 -6.937 -0.006 -1.2 -0.5 0.5 -0.659
C -2.337 -5.983 0.388 1.5 0.1 0.1 -0.070
O -2.694 -5.120 -0.676 -0.3 -0.3 0.0 -0.472
O -0.011 -6.189 -0.196 0.0 -0.1 -0.4 -0.373
H -1.535 -7.532 -0.863 0.5 0.4 -0.4 0.273
H -1.050 -7.700 0.768 -0.1 0.3 0.2 0.440
H -1.896 -5.380 1.191 -0.3 0.0 0.3 -0.038
H -3.204 -6.520 0.764 -0.2 0.0 -0.3 0.450
H -1.881 -4.710 -0.993 0.0 0.0 -0.1 0.233
H 0.663 -6.586 0.359 0.2 0.2 -0.1 0.232
C 3.839 1.713 -2.191 -0.9 0.9 1.2 -0.285
O 4.932 2.428 -2.670 0.4 0.6 -1.0 -0.406
C 6.204 1.794 -2.579 -1.4 -0.8 1.5 -0.741
C 6.418 0.674 -3.611 0.2 0.1 0.5 0.108
N 7.799 0.622 -3.992 2.0 0.5 -1.4 -0.464
C 8.342 -0.532 -4.762 -1.2 -1.0 2.1 -0.696
C 7.303 -1.325 -5.543 0.4 0.6 -0.1 -0.769
O 6.595 -2.154 -4.641 0.1 -0.3 0.2 -0.091
C 5.862 -3.143 -5.320 0.0 -0.3 -0.2 -0.439
H 3.511 0.869 -2.799 0.3 -0.2 0.1 0.307
H 3.005 2.411 -2.069 0.0 0.1 -0.8 -0.256
H 3.903 1.535 -1.104 0.7 -1.0 -0.2 0.344
H 6.133 1.303 -1.596 0.6 -0.1 0.1 0.360
H 6.944 2.583 -2.464 0.2 -0.1 -0.8 0.348
H 5.802 0.884 -4.488 -0.1 -0.1 0.1 0.159
H 6.142 -0.274 -3.129 -0.6 0.1 -0.3 0.139
H 8.428 0.683 -3.203 -0.4 0.4 0.2 0.244
H 8.611 -1.240 -3.964 0.3 -0.4 -0.3 0.285
H 9.285 -0.379 -5.282 -0.3 0.8 -0.4 0.409
H 7.844 -1.916 -6.291 -0.2 -0.1 -0.1 0.512
H 6.581 -0.667 -6.039 0.1 0.0 -0.3 0.415
H 5.383 -3.821 -4.615 0.0 0.3 0.2 -0.137
H 6.531 -3.766 -5.927 0.0 0.1 -0.2 0.337
H 5.090 -2.699 -5.959 0.0 -0.1 -0.1 0.319
C -1.551 6.140 0.323 1.0 0.2 -1.6 -0.774
O -1.178 4.965 0.998 0.0 -0.2 1.0 -0.102
C 0.118 4.972 1.606 0.4 0.3 -0.6 -0.795
C 0.977 3.754 1.219 -0.4 0.5 -0.1 -0.420
N 1.141 3.526 -0.231 -1.5 -0.7 -0.3 -0.244
C 0.004 2.651 -0.668 0.8 0.3 -0.4 -0.164
C -0.052 2.484 -2.190 -1.2 0.1 1.2 -0.562
O -0.038 3.755 -2.823 0.4 -0.9 -0.6 -0.429
C 1.104 3.994 -3.642 0.2 0.9 1.7 -0.623
H -1.134 6.036 -0.693 -0.6 0.1 -0.2 0.286
H -1.092 7.091 0.621 -0.1 -0.3 0.9 0.373
H -2.629 6.267 0.267 0.0 -0.3 0.2 0.163
H 0.004 4.983 2.691 0.0 0.1 0.1 0.352
H 0.638 5.877 1.282 0.0 0.1 0.2 0.453
H 0.475 2.932 1.735 0.3 -0.5 -0.5 0.102
H 1.983 3.843 1.628 -0.1 0.2 0.4 0.429
H 0.846 4.355 -0.749 0.7 0.4 0.4 0.371
H -0.904 3.166 -0.350 -0.3 -0.6 0.2 0.220
H 0.161 1.652 -0.251 -0.4 0.0 0.3 0.011
H -1.064 2.115 -2.376 0.2 -0.6 -0.2 -0.141
H 0.675 1.715 -2.456 0.3 0.5 -0.8 0.528
H 1.975 3.716 -3.044 0.2 -0.1 -0.4 0.219
H 1.094 5.086 -3.648 0.4 -0.1 -0.9 0.371
H 1.142 3.513 -4.620 -0.4 0.0 0.0 0.243
C -8.318 3.390 4.626 -0.1 -0.2 0.0 -0.822
O -7.310 4.195 4.049 -0.8 0.7 -0.4 -0.322
C -7.623 4.439 2.670 0.6 -0.4 0.5 -0.628
C -6.511 5.226 1.974 -0.7 0.5 -1.4 0.052
N -6.447 6.638 2.387 0.5 -0.4 0.7 -0.393
C -5.288 7.231 1.697 -0.8 0.7 0.5 -0.456
C -5.044 8.700 2.021 -0.2 -0.8 0.4 -0.684
O -6.102 9.440 1.473 -0.2 0.3 0.3 -0.317
C -5.990 10.836 1.572 1.7 0.8 -0.6 -0.834
H -8.310 2.389 4.179 0.5 -0.3 0.4 0.318
H -9.366 3.675 4.460 0.2 0.8 -0.2 0.333
H -8.152 3.417 5.699 0.1 -0.5 0.0 0.268
H -8.561 4.986 2.530 0.1 0.4 0.4 0.388
H -7.877 3.437 2.303 0.6 0.1 -0.9 0.388
H -6.792 5.294 0.915 -0.3 -0.3 0.0 0.289
H -5.491 4.835 1.871 -0.2 -0.8 0.8 -0.136
H -6.222 6.621 3.381 -0.2 0.2 0.0 0.284
H -5.568 7.203 0.643 0.7 -0.3 -0.2 0.301
H -4.373 6.701 1.990 0.1 -0.2 -0.6 0.418
H -4.057 8.965 1.623 -0.1 0.3 -0.3 0.396
H -4.962 8.817 3.111 -0.2 0.2 0.1 0.342
H -6.635 11.379 2.263 -0.6 -0.6 -0.1 0.283
H -6.020 11.244 0.559 -0.7 0.1 0.1 0.288
H -4.982 11.163 1.870 0.1 -0.4 0.2 0.332
C 4.452 -5.379 -1.982 -1.1 0.2 -1.1 -0.955
O 4.415 -4.173 -1.242 0.7 -0.2 0.2 -0.030
C 5.706 -3.758 -0.841 1.7 0.5 0.1 -0.519
C 6.462 -4.704 0.118 -1.8 0.0 0.8 -0.733
N 7.677 -4.148 0.694 -0.9 -0.4 0.4 -0.258
C 8.325 -5.178 1.516 0.4 -0.3 -0.5 -0.495
C 9.052 -4.712 2.750 0.7 0.3 0.2 -0.577
O 8.313 -4.869 3.955 0.5 0.6 -0.9 -0.298
C 9.022 -4.358 5.053 -0.5 -0.6 2.1 -0.780
H 4.781 -6.232 -1.394 0.0 -0.1 -0.1 0.357
H 4.995 -5.296 -2.932 0.7 0.2 0.4 0.214
H 3.439 -5.511 -2.377 -0.1 -0.3 0.6 0.301
H 5.634 -2.758 -0.408 -0.4 -0.2 0.4 0.295
H 6.390 -3.574 -1.683 -0.4 -0.3 -0.5 0.313
H 6.509 -5.736 -0.256 0.8 0.2 -0.8 0.302
H 5.784 -4.907 0.958 0.0 0.4 0.2 0.447
H 8.280 -3.718 0.008 0.2 -0.3 -0.1 0.234
H 9.044 -5.725 0.895 0.1 -0.1 0.0 0.361
H 7.605 -5.931 1.843 -0.2 0.2 -0.1 0.360
H 9.338 -3.662 2.617 0.0 0.0 0.1 0.348
H 9.978 -5.293 2.846 0.1 0.0 0.0 0.330
H 8.249 -4.020 5.748 0.2 0.3 0.0 0.261
H 9.790 -3.583 4.977 -0.4 0.3 -1.1 0.327
H 9.554 -5.129 5.632 -0.1 -0.4 -0.4 0.283
C -4.299 2.174 3.385 -0.1 0.1 -0.5 -0.626
O -3.833 1.274 2.396 0.2 -0.3 0.1 -0.061
C -2.765 0.398 2.751 0.0 1.5 -0.5 -0.226
C -2.574 -0.445 1.489 -0.7 -0.6 2.4 -0.157
N -1.404 -1.300 1.686 -1.4 0.4 -1.4 0.277
C -1.296 -2.258 0.571 2.7 -0.3 0.6 -1.140
C -0.692 -1.663 -0.716 -0.7 -0.3 -0.3 0.680
O 0.688 -1.480 -0.519 0.5 0.1 0.7 -0.160
C 1.462 -1.379 -1.710 -1.0 -0.8 0.8 -0.129
H -4.316 3.123 2.847 -0.3 0.3 0.6 -0.093
H -3.678 2.260 4.281 0.3 -0.1 -0.2 0.391
H -5.300 1.875 3.706 0.0 0.2 0.0 0.229
H -2.991 -0.041 3.727 0.0 -0.9 -0.4 0.438
H -1.845 0.986 2.910 0.0 0.1 0.0 0.229
H -2.606 0.243 0.640 0.3 -0.1 -0.2 -0.555
H -3.473 -1.065 1.463 0.1 -0.2 -0.5 -0.110
H -0.608 -0.668 1.660 0.3 -0.4 0.0 0.438
H -2.096 -2.982 0.440 -0.8 0.9 0.0 0.487
H -0.499 -2.917 0.943 0.1 -0.2 -0.4 -0.212
H -1.175 -0.714 -0.989 0.0 0.1 0.1 -0.731
H -0.829 -2.322 -1.585 -0.2 -0.2 0.1 0.564
H 2.496 -1.576 -1.432 0.1 0.6 0.0 0.190
H 1.238 -0.404 -2.150 0.5 -0.2 -0.5 -0.337
H 1.171 -2.234 -2.336 0.0 0.4 -0.5 0.397

***

Question: What is the charge in the second record?
Answer: 0

***

Question: What is the charge in the first record?
Answer: 0